{
  "formula": "C31H41AlBrCaClF9LiO10",
  "method": "the ωB97M-V functional and the def2-TZVPD basis",
  "symbols": ["C", "C", "O", "O", "C", "C", "C", "C", "C", "C", "C", "C", "C", "C", "C", "O", "O", "C", "O", "H", "H", "H", "H", "H", "H", "H", "H", "H", "H", "H", "H", "H", "H", "H", "H", "H", "H", "H", "H", "C", "C", "O", "C", "O", "O", "H", "H", "H", "H", "Ca", "C", "C", "C", "C", "C", "C", "H", "H", "H", "H", "H", "H", "C", "C", "C", "F", "F", "F", "F", "O", "C", "C", "F", "F", "F", "F", "H", "H", "H", "H", "F", "C", "C", "C", "O", "H", "H", "H", "H", "H", "H", "H", "Li", "Br", "Cl", "Al"],
  "xyz": [[-4.212, -7.026, -0.201], [-2.919, -6.862, 0.547], [-2.119, -7.765, 0.645], [-2.777, -5.636, 1.047], [-1.869, -5.512, 2.180], [-0.429, -5.320, 1.789], [0.342, -4.750, 2.982], [0.639, -3.269, 2.874], [1.704, -2.930, 1.846], [2.087, -1.450, 1.875], [1.449, -0.494, 0.850], [0.197, -0.973, 0.159], [0.356, -1.734, -1.099], [-0.640, -2.081, -1.910], [-0.161, -2.869, -3.002], [-0.658, -3.518, -3.866], [1.264, -2.831, -2.930], [1.614, -2.265, -1.637], [2.702, -2.345, -1.235], [-4.207, -7.999, -0.660], [-4.328, -6.263, -0.955], [-5.046, -6.926, 0.476], [-1.948, -6.387, 2.812], [-2.197, -4.660, 2.751], [0.002, -6.252, 1.470], [-0.409, -4.590, 0.991], [-0.239, -4.884, 3.888], [1.269, -5.287, 3.110], [1.028, -2.916, 3.816], [-0.298, -2.755, 2.677], [1.471, -3.310, 0.860], [2.579, -3.476, 2.171], [1.853, -1.082, 2.861], [3.157, -1.378, 1.768], [1.173, 0.395, 1.393], [2.194, -0.160, 0.147], [-0.374, -0.098, -0.124], [-0.441, -1.544, 0.819], [-1.676, -1.854, -1.759], [4.489, 1.079, -4.680], [3.264, 0.223, -4.389], [2.663, 0.916, -3.282], [3.083, 2.186, -3.338], [2.626, 3.063, -2.639], [4.040, 2.373, -4.216], [4.764, 1.114, -5.728], [5.359, 0.786, -4.094], [2.555, 0.213, -5.219], [3.510, -0.800, -4.109], [-5.541, -7.187, 2.367], [-2.977, 1.607, -2.459], [-4.250, 1.982, -2.054], [-4.787, 1.460, -0.886], [-4.054, 0.569, -0.119], [-2.783, 0.195, -0.522], [-2.243, 0.712, -1.693], [-2.558, 2.014, -3.369], [-4.823, 2.680, -2.648], [-5.779, 1.748, -0.569], [-4.475, 0.167, 0.794], [-2.215, -0.497, 0.087], [-1.247, 0.423, -2.011], [4.342, 5.490, -0.078], [5.698, 6.008, -0.492], [6.676, 5.491, 0.540], [6.359, 5.967, 1.799], [7.938, 5.814, 0.302], [5.737, 7.310, -0.668], [6.057, 5.428, -1.679], [3.458, 6.377, 0.591], [3.435, 6.600, 1.927], [3.734, 8.067, 2.248], [4.970, 8.372, 1.827], [3.682, 8.225, 3.591], [4.276, 5.776, 2.622], [2.191, 6.327, 2.364], [3.750, 5.194, -0.922], [4.477, 4.564, 0.454], [6.607, 4.379, 0.562], [3.007, 8.721, 1.766], [6.629, 9.125, -1.719], [-7.933, -0.659, -0.182], [-7.887, -1.149, 1.274], [-7.692, 0.091, 2.208], [-6.835, -1.956, 1.472], [-7.007, -0.150, -0.441], [-8.076, -1.488, -0.872], [-8.758, 0.040, -0.338], [-8.881, -1.559, 1.521], [-6.764, 0.611, 1.972], [-7.672, -0.212, 3.250], [-8.527, 0.778, 2.060], [5.804, 4.106, 2.245], [2.765, 3.012, -0.454], [3.470, 2.909, 1.230], [2.217, -3.579, -4.631]],
  "total_energy_ha": -6817.7873,
  "e_lumo_ev": -8.1,
  "charge": 2
}


{
  "formula": "C31H41GaN6PSi",
  "method": "the ωB97M-V functional and the def2-TZVPD basis",
  "symbols": ["Ga", "C", "Si", "C", "N", "C", "C", "C", "C", "C", "C", "C", "C", "C", "C", "C", "C", "C", "C", "C", "C", "C", "H", "H", "H", "H", "H", "H", "H", "H", "H", "H", "H", "H", "H", "H", "H", "H", "H", "H", "H", "H", "H", "H", "H", "H", "C", "N", "C", "N", "C", "N", "C", "P", "C", "C", "H", "H", "H", "H", "H", "H", "H", "H", "H", "H", "H", "H", "H", "N", "C", "C", "C", "C", "N", "C", "C", "H", "H", "H", "H"],
  "xyz": [[0.790, -0.440, -0.324], [2.734, -0.447, -0.513], [3.133, 1.237, 0.241], [1.666, 2.167, -0.597], [0.312, 1.529, -0.362], [-0.644, 1.947, -1.446], [-0.965, 3.432, -1.391], [-1.474, 3.855, 0.005], [-1.538, 2.670, 0.965], [-0.214, 1.932, 1.025], [4.740, 1.977, -0.234], [5.798, 1.986, 0.681], [7.039, 2.489, 0.321], [7.235, 2.998, -0.955], [6.193, 3.004, -1.875], [4.956, 2.499, -1.516], [2.771, 1.071, 2.055], [2.904, 2.172, 2.908], [2.591, 2.073, 4.255], [2.138, 0.868, 4.780], [2.008, -0.242, 3.958], [2.329, -0.138, 2.609], [3.123, -1.345, -0.036], [2.993, -0.463, -1.578], [1.857, 2.176, -1.674], [1.594, 3.206, -0.272], [-1.555, 1.361, -1.328], [-0.190, 1.678, -2.402], [-1.700, 3.643, -2.168], [-0.077, 4.000, -1.666], [-2.454, 4.323, -0.068], [-0.809, 4.611, 0.425], [-2.343, 1.984, 0.693], [-1.764, 3.011, 1.976], [-0.271, 1.048, 1.666], [0.546, 2.573, 1.468], [5.660, 1.595, 1.683], [7.851, 2.492, 1.036], [8.202, 3.392, -1.236], [6.349, 3.408, -2.866], [4.158, 2.514, -2.253], [3.267, 3.119, 2.522], [2.712, 2.932, 4.903], [1.911, 0.790, 5.835], [1.697, -1.190, 4.380], [2.300, -1.041, 2.003], [-5.618, -1.664, -0.096], [-4.597, -2.782, -0.411], [-4.537, -2.947, -1.945], [-4.223, -1.711, -2.566], [-5.211, -0.687, -2.218], [-5.258, -0.473, -0.773], [-4.058, 0.166, -0.248], [-2.538, -0.887, -0.524], [-3.248, -2.464, 0.168], [-2.853, -1.267, -2.324], [-5.635, -1.542, 0.986], [-6.581, -2.037, -0.445], [-4.932, -3.657, -0.001], [-5.525, -3.297, -2.244], [-3.792, -3.714, -2.153], [-6.194, -1.006, -2.564], [-4.956, 0.246, -2.717], [-4.176, 0.357, 0.821], [-3.925, 1.132, -0.738], [-3.367, -2.370, 1.249], [-2.585, -3.308, -0.029], [-2.157, -2.032, -2.676], [-2.667, -0.366, -2.912], [-0.477, -7.711, 0.041], [-0.250, -6.587, -0.003], [-0.024, -5.172, -0.067], [0.036, -4.413, 1.102], [0.210, -3.050, 0.995], [0.328, -2.437, -0.197], [0.302, -3.171, -1.322], [0.124, -4.538, -1.301], [-0.043, -4.880, 2.075], [0.277, -2.430, 1.882], [0.470, -2.652, -2.259], [0.124, -5.104, -2.222]],
  "total_energy_ha": -4089.0925,
  "e_lumo_ev": -9.4,
  "charge": 3
}


{
  "formula": "C31H41N3P2PtSi2",
  "method": "the ωB97M-V functional and the def2-TZVPD basis",
  "symbols": ["Pt", "C", "Si", "C", "C", "N", "P", "C", "P", "N", "Si", "C", "C", "C", "C", "C", "C", "C", "C", "C", "C", "C", "C", "C", "C", "C", "C", "C", "C", "C", "C", "C", "C", "C", "C", "C", "C", "C", "H", "H", "H", "H", "H", "H", "H", "H", "H", "H", "H", "H", "H", "H", "H", "H", "H", "H", "H", "H", "H", "H", "H", "H", "H", "H", "H", "H", "H", "H", "H", "H", "H", "H", "H", "H", "H", "H", "N", "H", "H", "H"],
  "xyz": [[1.432, 2.188, -0.881], [1.796, 2.597, -4.732], [0.480, 1.370, -4.258], [0.784, -0.271, -5.075], [-1.222, 2.050, -4.565], [0.602, 1.133, -2.472], [-0.106, -0.037, -1.517], [0.331, 0.771, -0.024], [0.139, 0.264, 1.640], [1.453, 0.699, 2.493], [2.078, 0.538, 4.155], [1.414, -0.960, 5.033], [1.471, 2.121, 4.931], [3.922, 0.472, 3.942], [-1.182, 1.184, 2.431], [-1.893, 0.611, 3.487], [-2.845, 1.366, 4.151], [-3.076, 2.683, 3.774], [-2.360, 3.255, 2.730], [-1.407, 2.510, 2.056], [-0.195, -1.493, 1.675], [-1.488, -1.979, 1.479], [-1.710, -3.348, 1.478], [-0.647, -4.224, 1.661], [0.643, -3.740, 1.836], [0.874, -2.374, 1.842], [-1.856, -0.218, -1.796], [-2.731, 0.584, -1.061], [-4.093, 0.532, -1.311], [-4.581, -0.309, -2.301], [-3.714, -1.100, -3.045], [-2.352, -1.058, -2.798], [0.734, -1.598, -1.734], [0.072, -2.818, -1.598], [0.782, -4.001, -1.729], [2.146, -3.971, -1.982], [2.813, -2.756, -2.097], [2.111, -1.570, -1.972], [1.832, 2.683, -5.820], [2.790, 2.275, -4.411], [1.572, 3.596, -4.351], [0.694, -0.155, -6.158], [0.066, -1.033, -4.769], [1.787, -0.648, -4.865], [-1.332, 2.289, -5.626], [-1.390, 2.968, -3.999], [-2.003, 1.336, -4.303], [0.322, -0.978, 5.051], [1.754, -0.943, 6.071], [1.764, -1.894, 4.591], [0.380, 2.156, 4.960], [1.837, 2.995, 4.392], [1.838, 2.174, 5.959], [4.236, -0.418, 3.395], [4.401, 0.440, 4.923], [4.289, 1.353, 3.414], [-1.712, -0.415, 3.782], [-3.406, 0.928, 4.965], [-3.818, 3.269, 4.299], [-2.542, 4.282, 2.445], [-0.839, 2.951, 1.245], [-2.320, -1.296, 1.348], [-2.713, -3.730, 1.349], [-0.827, -5.291, 1.674], [1.467, -4.427, 1.974], [1.880, -1.995, 1.984], [-2.350, 1.253, -0.297], [-4.770, 1.151, -0.738], [-5.644, -0.348, -2.499], [-4.100, -1.750, -3.819], [-1.682, -1.675, -3.382], [-0.987, -2.850, -1.383], [0.268, -4.948, -1.634], [2.695, -4.897, -2.091], [3.877, -2.737, -2.290], [2.629, -0.623, -2.065], [2.694, 3.752, -1.690], [2.265, 4.669, -1.587], [2.890, 3.628, -2.679], [3.589, 3.799, -1.210]],
  "total_energy_ha": -2750.6693,
  "spin_multiplicity": 5,
  "e_lumo_ev": [-4.9, -7.8],
  "charge": 2
}